1.
Here is a molecular structure, C30H41IrN3OSSe from the OMol25 dataset. Energies are from ωB97M-V/def2-TZVPD.

Computed properties:
energy: -4310.97690 Ha
HOMO level (alpha / beta): -9.9 / -9.8 eV
net charge: +1

Cartesian coordinates (Å):
Ir: -0.1496 -0.4812 1.8388
C: -0.5884 -2.4163 0.7250
C: -1.4903 -2.3411 1.8568
C: -0.7638 -2.7546 3.0132
C: 0.5729 -3.0397 2.6182
C: 0.6904 -2.8330 1.2207
C: 1.8931 -3.0912 0.3791
C: 1.6216 -3.5729 3.5229
C: -1.3223 -2.9702 4.3732
C: -2.9792 -2.2930 1.7538
C: -1.0216 -2.5817 -0.6965
H: 1.9361 -2.3803 -0.4465
H: 1.8596 -4.1005 -0.0362
H: 2.8024 -2.9876 0.9666
H: 1.7855 -2.8868 4.3543
H: 2.5614 -3.7117 2.9941
H: 1.3021 -4.5321 3.9378
H: -0.5936 -2.7048 5.1352
H: -1.5736 -4.0245 4.5010
H: -2.2255 -2.3838 4.5231
H: -3.4337 -1.8694 2.6459
H: -3.3571 -3.3098 1.6357
H: -3.3004 -1.7166 0.8907
H: -0.2184 -2.3277 -1.3840
H: -1.8970 -1.9833 -0.9323
H: -1.2841 -3.6286 -0.8589
O: 0.5512 -0.2853 3.9763
N: 0.1938 0.7028 4.7451
C: 0.5183 0.6540 6.0513
C: 0.2024 1.6750 6.9086
C: -0.4578 2.7999 6.4135
C: -0.8168 2.8257 5.0867
C: -0.5037 1.7559 4.2436
S: -1.0285 1.7234 2.6129
H: 1.0381 -0.2396 6.3615
H: 0.4731 1.6081 7.9482
H: -0.6934 3.6260 7.0639
H: -1.3507 3.6590 4.6577
C: 4.3357 1.4260 -2.1734
C: 3.3137 1.6842 -3.2735
C: 2.9255 0.4291 -4.0545
C: 2.1146 -0.5791 -3.2331
N: 0.7755 -0.1095 -2.9690
C: 0.2602 0.3349 -1.7979
Se: 1.2344 0.5112 -0.2268
N: -1.0223 0.7242 -2.0041
C: -1.9595 1.2393 -1.0333
C: -2.3563 2.7041 -1.2555
C: -1.2805 3.7268 -0.8927
C: -0.1746 3.8602 -1.9316
C: -1.3350 0.5297 -3.3330
C: -2.4914 0.7665 -4.0656
C: -2.4517 0.4668 -5.4139
C: -1.3203 -0.0853 -6.0133
C: -0.1721 -0.3416 -5.2911
C: -0.1890 -0.0055 -3.9447
H: 4.5600 2.3557 -1.6598
H: 5.2593 1.0319 -2.5892
H: 3.9638 0.7239 -1.4296
H: 3.7323 2.4025 -3.9817
H: 2.4168 2.1365 -2.8425
H: 3.8278 -0.0676 -4.4140
H: 2.3459 0.7280 -4.9301
H: 2.6060 -0.7613 -2.2773
H: 2.0357 -1.5227 -3.7806
H: -1.5203 1.1235 -0.0355
H: -2.8592 0.6169 -1.0861
H: -3.2269 2.8905 -0.6249
H: -2.6541 2.8564 -2.2930
H: -0.8552 3.4647 0.0769
H: -1.7620 4.7013 -0.7919
H: 0.3018 2.9055 -2.1362
H: 0.5903 4.5417 -1.5690
H: -0.5721 4.2534 -2.8648
H: -3.3835 1.1753 -3.6190
H: -3.3188 0.6693 -6.0208
H: -1.3437 -0.3150 -7.0658
H: 0.6963 -0.7749 -5.7589

---

2.
Here is a molecular structure, C30H41N3O3P2W from the OMol25 dataset. Energies are from ωB97M-V/def2-TZVPD.

Computed properties:
⟨S²⟩: 2.029
spin multiplicity: 3
energy: -2307.60680 Ha
HOMO level (alpha / beta): -5.4 / -6.7 eV

Cartesian coordinates (Å):
W: 0.0456 -0.1139 0.3262
P: 2.5418 -0.2374 -0.1576
P: -2.5055 0.1092 0.3447
N: 0.0329 0.8756 -1.2325
H: 0.9078 -1.6598 1.3681
C: 2.8952 -1.7489 -1.0992
H: 3.9783 -1.9364 -1.0749
H: 2.5659 -1.6017 -2.1365
H: 2.3554 -2.6043 -0.6760
C: 3.6214 -0.2511 1.2991
H: 4.5325 -0.8251 1.0784
H: 3.0812 -0.6933 2.1462
H: 3.8867 0.7814 1.5637
C: 3.1857 1.1194 -1.1906
H: 4.2852 1.0856 -1.2129
H: 2.8626 2.0869 -0.7848
H: 2.8004 1.0273 -2.2143
C: -3.3336 -1.2601 -0.5129
H: -4.4218 -1.1597 -0.4027
H: -2.9995 -2.2251 -0.1125
H: -3.0466 -1.2058 -1.5712
C: -3.1833 0.1499 2.0273
H: -4.2753 0.0410 1.9600
H: -2.9346 1.1000 2.5148
H: -2.7671 -0.6654 2.6319
C: -3.1128 1.6174 -0.4590
H: -4.1930 1.6995 -0.2706
H: -2.9243 1.5462 -1.5380
H: -2.5829 2.4944 -0.0611
C: -0.0146 1.6774 -2.3034
C: 0.0558 1.9624 -4.7127
C: 0.0110 1.1168 -3.6163
C: -0.0678 3.0919 -2.1326
C: -0.0180 3.9141 -3.2466
C: 0.0518 3.3531 -4.5289
H: 0.0928 1.5235 -5.7101
H: 0.0112 0.0246 -3.6884
H: -0.1459 3.4754 -1.1116
H: -0.0376 4.9943 -3.0983
H: 0.0944 4.0066 -5.3946
C: 0.0011 -2.4794 1.2405
O: -0.6818 -2.0593 0.0834
C: 0.5036 -3.9052 0.9736
H: 0.8318 -4.3884 1.9031
H: 1.3310 -3.9336 0.2639
H: -0.3273 -4.4858 0.5528
C: -0.7923 -2.4816 2.5373
H: -1.8717 -2.5971 2.3715
H: -0.5879 -1.5924 3.1523
H: -0.4458 -3.3403 3.1283
O: -0.6829 3.3665 0.9020
C: -0.1365 2.7728 1.8280
N: 0.1409 3.2792 3.0803
C: 0.4345 2.2566 4.0414
C: 0.6986 1.0838 3.1046
O: 1.1521 -0.0300 3.4107
N: 0.2888 1.4230 1.8473
C: 1.6126 2.6562 4.9230
C: 2.8486 2.0253 4.8192
C: 3.9128 2.4220 5.6407
C: 3.7377 3.4636 6.5524
C: 2.4967 4.1066 6.6474
C: 1.4280 3.6973 5.8427
C: -0.7920 1.8648 4.8607
C: -0.6806 0.7403 5.6822
C: -1.7949 0.2643 6.3742
C: -3.0212 0.9246 6.2533
C: -3.1233 2.0693 5.4579
C: -2.0027 2.5535 4.7671
H: -0.1287 4.2398 3.3002
H: 2.9748 1.1969 4.1219
H: 4.8660 1.8993 5.5556
H: 4.5659 3.7774 7.1886
H: 2.3457 4.9246 7.3522
H: 0.4482 4.1749 5.9346
H: 0.2888 0.2416 5.7526
H: -1.6882 -0.6193 7.0034
H: -3.8966 0.5505 6.7878
H: -4.0692 2.6062 5.3679
H: -2.0758 3.4635 4.1645

---

3.
Here is a molecular structure, C30H41N5O7S2SiSr from the OMol25 dataset. Energies are from ωB97M-V/def2-TZVPD.

Computed properties:
energy: -3085.14865 Ha
HOMO level: -1.9 eV
net charge: -2

Cartesian coordinates (Å):
Sr: 1.5661 -0.5741 0.2131
C: -1.0154 2.8908 -0.6398
C: -1.5681 2.6111 0.7628
N: -2.4036 1.4288 0.8855
C: -3.5710 1.3213 0.0239
C: -3.5959 0.0067 -0.7672
N: -2.4507 -0.2444 -1.6346
C: -2.1491 0.7836 -2.6214
C: -0.7197 1.3404 -2.5461
N: -0.3286 1.7356 -1.1984
H: -1.8326 3.1712 -1.3075
H: -0.3506 3.7611 -0.5937
H: -0.7260 2.4877 1.4509
H: -2.1237 3.4946 1.0998
H: -1.8405 0.5917 0.8272
H: -4.4983 1.3635 0.6128
H: -3.6248 2.1715 -0.6659
H: -3.6447 -0.8235 -0.0571
H: -4.5170 -0.0290 -1.3577
H: -1.6451 -0.4323 -1.0533
H: -2.2768 0.3881 -3.6385
H: -2.8676 1.6067 -2.5359
H: -0.0133 0.5828 -2.8832
H: -0.6612 2.1719 -3.2649
H: 0.6758 1.8479 -1.1275
C: -0.9722 -2.7694 3.9552
Si: -1.4876 -1.2957 2.8926
C: -3.3295 -0.9538 3.2572
C: -0.6869 0.1999 3.6875
N: -1.0181 -1.5406 1.2381
C: -1.4720 -2.6855 0.6542
C: -2.5790 -3.4597 1.1044
C: -2.9959 -4.6470 0.5222
C: -2.3360 -5.1703 -0.5786
C: -1.2558 -4.4473 -1.0781
C: -0.8680 -3.2532 -0.5043
O: 0.2405 -2.5688 -1.0364
C: 0.5214 -2.7599 -2.3774
C: -0.3837 -2.3690 -3.3550
C: -0.0249 -2.5012 -4.6888
C: 1.2170 -3.0190 -5.0427
C: 2.1047 -3.4125 -4.0500
C: 1.7561 -3.2906 -2.7111
H: -1.1984 -2.5636 5.0112
H: 0.1123 -2.9113 3.8528
H: -1.4552 -3.7124 3.6735
H: -3.4033 -0.6958 4.3244
H: -4.0292 -1.7757 3.0692
H: -3.6597 -0.0716 2.6891
H: -0.7834 0.0619 4.7750
H: -1.2213 1.1219 3.4171
H: 0.3711 0.3322 3.4470
H: -3.1316 -3.1085 1.9650
H: -3.8495 -5.1643 0.9493
H: -2.6357 -6.1053 -1.0364
H: -0.7024 -4.8196 -1.9319
H: -1.3453 -1.9626 -3.0506
H: -0.7189 -2.1842 -5.4604
H: 1.4930 -3.1060 -6.0879
H: 3.0774 -3.8122 -4.3162
H: 2.4289 -3.5813 -1.9082
S: 2.2594 -3.3439 1.6196
C: 3.4260 -2.8525 2.6977
N: 4.2470 -2.5105 3.4554
C: 4.5925 -0.0832 -1.5834
S: 3.0818 0.7684 -1.9861
O: 2.7592 1.5907 -0.8139
O: 3.3145 1.4735 -3.2224
O: 2.0507 -0.2966 -2.0742
H: 5.4193 0.5985 -1.7858
H: 4.6610 -0.9585 -2.2318
H: 4.5829 -0.3614 -0.5237
O: 5.5715 0.1800 3.5580
C: 4.9730 1.3742 3.6558
C: 5.6430 2.3339 4.4255
C: 5.1192 3.6016 4.5976
C: 3.9007 3.9439 4.0198
C: 3.2301 2.9915 3.2687
C: 3.7478 1.7149 3.0626
C: 2.9803 0.7739 2.1630
O: 3.6198 -0.1253 1.5461
O: 1.7337 0.9567 2.0300
H: 5.0056 -0.4999 3.1498
H: 6.5826 2.0440 4.8834
H: 5.6627 4.3257 5.1942
H: 3.4811 4.9342 4.1551
H: 2.2726 3.2118 2.8092

---

- Number 3 is which compound?
  C30H41N5O7S2SiSr

---

- Which value of energy does entry 2 give?
  -2307.60680 Ha

---

- Which formula does entry 2 have?
  C30H41N3O3P2W